13
Properties=species:S:1:pos:R:3:forces:R:3 method="wB97M-V/def2-TZVPD" energy_ha=-286.54627 homo_lumo_gap_ev=10.51 smiles="C[C@@]1(C=O)CN1" homo_energy_ev=-9.8 e_lumo_ev=0.73
O -2.2992 -0.8498 0.2454 0.702 -0.229 0.404
N -0.5275 0.7749 -1.1293 -0.109 -0.088 -0.230
C -0.2133 1.4539 0.1018 0.012 0.006 0.319
C -1.1048 -1.0595 0.2819 -0.496 0.507 -0.341
C 1.3877 -0.5841 0.1262 -0.138 0.063 -0.218
C -0.0436 -0.0306 0.0412 0.697 -0.201 0.101
H -0.9889 1.9074 0.7126 -0.031 -0.137 -0.158
H 0.7079 2.0234 -0.0136 -0.124 -0.054 0.499
H 1.4507 -1.6569 -0.0959 -0.158 0.210 -0.142
H -1.5468 0.6358 -1.1006 0.428 -0.053 -0.397
H 2.0469 -0.0614 -0.5666 -0.069 0.004 -0.065
H 1.8244 -0.4651 1.1319 -0.417 0.137 -0.253
H -0.6773 -2.0773 0.2221 -0.297 -0.164 0.481



72
Properties=species:S:1:pos:R:3:forces:R:3 method="wB97M-V/def2-TZVPD" energy_ha=-2145.43842 multiplicity=3 homo_lumo_gap_ev="3.09 / 5.66" homo_energy_ev="-0.7 / -3.3" e_lumo_ev="2.36 / 2.34" total_charge=-1 s_squared=2.0105
Ti -0.2414 0.8729 -0.0137 0.114 -2.195 -0.105
O -1.8812 4.8565 0.7464 -1.387 2.068 -0.631
O -0.7575 2.7746 -1.2273 -0.505 1.415 -1.275
N 0.2611 -4.0767 -1.0536 0.386 -0.058 -0.365
C 2.0987 1.0049 -0.4090 0.223 -0.497 -0.995
C -2.5728 -3.3435 -0.5181 -0.225 0.069 -0.369
C -2.1091 6.4127 2.7433 0.113 0.145 0.185
C 0.8421 0.7842 -2.3437 0.891 0.151 -0.053
C -1.3862 1.8660 1.6645 -0.413 -0.191 0.915
C -1.6085 0.4539 1.7663 0.578 0.891 0.726
C 1.5839 -0.3390 -0.4591 0.652 0.046 -1.256
C -1.6844 -1.0926 -0.4223 1.346 1.324 -0.108
C -2.3688 6.9783 0.2744 0.029 -0.570 0.443
C -1.9861 2.7979 -2.0369 0.376 -0.281 1.124
C -0.3419 -0.1931 1.9782 -0.042 0.868 0.972
C -0.3905 4.4119 -2.8802 -0.147 -0.412 -0.661
C 1.6891 1.6645 -1.6077 0.397 -0.606 -0.362
C 0.7818 -0.4539 -1.6534 1.367 -0.005 0.185
C -3.9193 -1.5175 -1.2970 0.243 0.588 0.209
C -3.7553 -2.8871 -1.1023 0.004 -0.086 0.117
C -1.8329 3.9436 -3.0155 -1.077 0.524 -0.525
C -0.2337 -4.0646 -2.3944 -0.021 -0.192 -0.071
C -2.6965 5.6115 -0.2598 0.167 -1.195 -0.331
C -0.1361 6.4959 1.1774 0.693 -0.049 0.253
C -1.5903 6.1545 1.3338 0.080 1.400 0.572
C -2.9159 -0.6236 -0.8436 -1.578 -1.108 -0.723
C 0.6609 0.8306 2.0661 -1.191 0.158 0.743
C -1.4924 -2.4787 -0.3159 -0.730 -0.386 -0.012
C -0.0347 4.0343 -1.4799 -0.935 -0.476 0.660
C -0.1972 -3.1972 -0.0066 0.681 0.309 1.034
C 0.0185 2.1078 1.8751 -0.333 -0.536 0.403
C 1.2321 -5.0839 -0.7366 -0.443 0.228 -0.210
H -2.1490 2.6320 1.4890 0.434 -0.404 0.203
H 0.3741 0.9905 -3.3096 0.113 -0.012 0.377
H -4.5243 -3.6034 -1.4037 0.119 0.257 0.161
H -2.5807 -0.0327 1.7611 0.377 0.134 -0.304
H 1.0223 3.9551 -1.2769 -0.003 -0.457 -0.017
H 0.6129 -2.5000 0.2718 -0.531 -0.021 -0.140
H 1.6310 -4.9140 0.2680 0.050 -0.054 -0.184
H 1.7075 0.6517 2.3123 -0.345 0.140 -0.321
H 0.7937 -6.0945 -0.7778 0.090 -0.154 0.155
H -1.9580 7.4826 2.9740 0.048 -0.334 -0.167
H -0.3147 -3.8398 0.8947 -0.318 0.306 -0.138
H -3.1875 6.2385 2.8483 0.264 -0.254 -0.133
H 0.1479 6.3976 0.1237 0.106 -0.080 0.290
H -3.1593 0.4492 -0.8428 0.204 -0.349 -0.058
H 1.9082 -1.1642 0.1755 -0.323 0.460 -0.053
H -0.4190 4.7552 -0.7771 -0.147 0.076 0.140
H 0.5118 5.8683 1.7974 -0.032 -0.004 -0.132
H -2.1450 3.6764 -4.0412 0.380 0.008 0.378
H 2.0839 2.6263 -1.9515 -0.374 -0.493 0.186
H -2.1459 1.8264 -2.5393 0.364 0.295 0.484
H -4.8233 -1.1255 -1.7733 0.122 -0.154 0.159
H -2.2787 5.5358 -1.2649 -0.336 -0.556 0.380
H -0.1913 -1.2639 2.1094 0.007 0.396 -0.140
H 0.2106 3.8498 -3.5877 0.321 -0.002 -0.138
H -3.2406 7.5594 0.5848 0.387 0.110 0.120
H -1.5555 5.8492 3.4971 -0.153 -0.180 -0.047
H -2.5324 4.7283 -2.6938 0.260 -0.163 -0.517
H -0.2816 5.4722 -3.0735 0.108 0.279 -0.089
H -2.4541 -4.4015 -0.2802 -0.026 0.043 -0.173
H 2.0443 -5.0617 -1.4759 0.173 -0.051 0.207
H -0.4404 -3.0476 -2.7603 -0.015 -0.363 0.084
H 0.5412 -4.5258 -3.0259 -0.178 0.240 -0.082
H -1.6610 7.5164 -0.3680 -0.584 0.198 0.137
H 0.3426 -1.3690 -2.0435 0.027 0.454 0.338
H 0.4717 3.0925 1.9857 -0.029 -0.320 -0.313
H 0.0187 7.5433 1.4493 0.025 -0.024 0.112
H -1.1497 -4.6716 -2.5119 0.012 0.144 -0.172
H -2.8145 2.9819 -1.3163 0.308 -0.270 -0.514
H 2.8008 1.4097 0.3300 -0.449 -0.237 -0.378
H -3.7423 5.2882 -0.2007 0.235 0.054 -0.189



87
Properties=species:S:1:pos:R:3:forces:R:3 method="wB97M-V/def2-TZVPD" energy_ha=-2281.34816 homo_lumo_gap_ev=6.64 homo_energy_ev=-4.9 e_lumo_ev=1.78 total_charge=-1
Nb -2.5912 0.0431 -2.4245 0.910 0.873 -1.354
P -1.2843 0.8172 -0.2526 -0.527 0.883 -0.179
O -0.2794 1.9480 -3.4406 0.125 -0.165 0.015
O 0.2499 0.3230 -0.2278 0.064 -0.622 0.478
O -1.9021 0.1307 1.1130 0.447 -0.433 0.257
N 0.6808 -0.6289 2.8464 0.199 0.027 -0.004
N 0.5773 4.2443 5.9726 0.009 -0.095 0.069
N 1.3776 7.2386 -0.0985 0.062 0.119 0.097
N -1.3557 2.3790 -0.0068 -0.105 -0.032 -0.074
N 4.3356 -3.8615 8.4945 -0.005 -0.116 -0.066
N -2.2114 -1.2626 -6.1270 0.084 -0.216 -0.289
N 3.7201 0.5394 8.5404 0.025 -0.036 0.071
N 0.3363 -3.4790 6.6512 0.116 -0.038 0.121
N 1.4207 -4.8385 -6.2451 0.037 -0.002 -0.162
N -2.6185 -5.0272 -2.0746 0.034 -0.142 -0.031
N 0.0713 -2.0269 -10.2158 0.084 -0.198 -0.283
C 0.1931 4.1711 -2.9715 -0.543 0.281 -0.086
C 0.4809 6.8230 0.4845 0.007 -0.091 -0.169
C -0.7154 3.2150 -3.4531 -0.172 0.516 0.241
C 2.1170 2.5862 8.5838 -0.203 0.211 0.070
C 0.0358 -3.1674 -10.0978 -0.014 0.131 -0.026
C -0.7286 -0.0770 -7.9089 0.266 0.002 -0.176
C -1.7136 -4.6454 -1.4811 -0.153 0.005 0.003
C -1.4490 5.9277 -3.2824 0.006 -0.684 -0.116
C -0.6725 6.2599 1.1678 -0.178 -0.080 0.112
C -1.5578 -0.7639 -6.9300 -0.057 0.107 0.147
C 4.3849 -2.3063 10.5749 0.038 0.162 0.238
C 0.6194 3.4170 5.1765 0.017 0.133 -0.093
C 1.4002 -3.5100 6.2199 -0.070 -0.021 -0.040
C 0.6776 2.3932 4.1451 -0.015 -0.100 -0.258
C 3.0163 1.4458 8.5589 0.035 -0.080 -0.033
C -2.3411 4.9758 -3.7790 0.555 0.038 0.352
C -1.1632 -1.5815 4.4077 -0.121 -0.141 0.155
C -0.4129 -5.7085 -4.6215 -0.315 -0.067 0.145
C -0.0134 -4.6100 -9.9492 -0.034 -0.257 0.028
C 2.7192 -3.5550 5.6118 0.291 -0.052 -0.140
C -0.1388 -1.0411 3.5343 -0.035 -0.021 -0.180
C 4.3562 -3.1852 9.4199 -0.006 0.027 -0.085
C -1.9918 3.6234 -3.8557 0.191 0.358 -0.088
C -0.5647 -4.1761 -0.7310 0.366 0.289 0.222
C -0.1754 5.5076 -2.8825 -0.121 -0.400 -0.133
C 0.6057 -5.2135 -5.5302 0.069 -0.001 0.017
C -1.1155 0.9034 -3.9539 -0.790 -0.486 -0.498
H -3.3315 5.2847 -4.0760 -0.148 -0.024 -0.080
H -3.6053 1.5747 -2.2577 -0.088 -0.027 0.697
H -0.0360 1.5991 4.3442 -0.042 0.023 0.054
H 0.8510 -4.9542 -9.3884 0.076 0.009 0.077
H -2.7162 2.9136 -4.2161 -0.049 -0.124 0.002
H 5.2461 -2.5300 11.2020 0.016 -0.064 -0.030
H 0.0109 -6.4189 -3.9144 0.092 0.020 -0.009
H 3.3001 -4.3770 6.0234 -0.041 0.002 0.101
H 3.4810 -2.4298 11.1687 -0.026 -0.031 -0.043
H -0.4422 0.0883 -4.2126 0.209 -0.130 0.064
H 2.6567 3.4975 8.8328 0.075 -0.024 -0.009
H -3.8295 -0.8088 -1.3655 -0.186 -0.189 -0.439
H 1.6356 2.7362 7.6208 0.057 -0.033 -0.056
H 4.4511 -1.2724 10.2439 -0.041 0.042 -0.097
H -0.0231 -5.0902 -10.9266 0.010 0.047 -0.004
H -1.6201 -0.7887 4.9979 0.055 0.040 0.004
H -1.3267 0.6203 -8.4926 -0.091 -0.012 0.022
H -1.7437 6.9611 -3.1941 -0.007 0.154 -0.025
H -1.3985 5.9037 0.4383 0.056 -0.039 -0.057
H -1.1432 7.0076 1.8036 0.036 0.043 -0.009
H -0.7032 -2.3080 5.0793 -0.186 0.103 -0.017
H 0.4370 2.8169 3.1699 -0.049 0.024 -0.001
H 0.5358 6.2112 -2.4793 0.059 0.149 0.034
H -1.8780 2.8340 -0.7473 -0.013 0.126 0.002
H -0.9109 -4.9000 -9.4067 -0.026 0.048 0.022
H -1.2004 -6.2155 -5.1768 0.012 0.020 -0.045
H 0.0532 0.4896 -7.4036 -0.035 -0.029 0.095
H 0.3000 -4.8157 -0.9040 -0.045 -0.055 -0.074
H -0.7728 -4.1721 0.3375 -0.125 -0.038 -0.007
H -2.6711 0.6855 1.2846 -0.066 0.027 0.164
H 0.5586 0.1568 0.6723 0.176 -0.044 0.219
H -1.5907 1.1759 -4.8969 0.074 0.287 -0.162
H 1.6693 1.9503 4.0829 0.029 0.026 0.079
H 1.3376 2.4346 9.3286 0.025 -0.061 0.033
H 1.1580 3.8288 -2.6367 0.155 -0.028 0.058
H -1.6202 -1.5406 -2.3784 -0.065 -0.057 0.721
H 2.6279 -3.6893 4.5350 -0.093 0.028 -0.005
H -0.3732 5.4131 1.7815 0.032 -0.040 -0.046
H -0.2646 -0.7874 -8.6013 -0.185 0.265 0.317
H -0.8793 -4.8992 -4.0632 0.050 0.082 -0.068
H -1.9479 -2.0668 3.8304 0.059 0.035 -0.137
H -0.3101 -3.1553 -1.0199 -0.137 0.017 -0.102
H 3.2655 -2.6334 5.8011 -0.069 0.037 0.075
H -3.6165 -0.5771 -3.7833 -0.115 -0.194 0.407